{
  "formula": "C68H56N11O2S2Ti",
  "method": "ωB97M-V/def2-TZVPD",
  "orbital_gap_ev": 6.20,
  "spin_multiplicity": 1,
  "homo_energy_ev": -9.339,
  "lumo_ev": -3.14,
  "total_charge": 1,
  "elements": ["Ti", "S", "S", "O", "O", "N", "N", "N", "N", "N", "N", "N", "N", "N", "N", "N", "C", "C", "C", "C", "C", "C", "C", "C", "C", "C", "C", "C", "C", "C", "C", "C", "C", "C", "C", "C", "C", "C", "C", "C", "C", "C", "C", "C", "C", "C", "C", "C", "C", "C", "C", "C", "C", "C", "C", "C", "C", "C", "C", "C", "C", "C", "C", "C", "C", "C", "C", "C", "C", "C", "C", "C", "C", "C", "C", "C", "C", "C", "C", "C", "C", "C", "C", "C", "H", "H", "H", "H", "H", "H", "H", "H", "H", "H", "H", "H", "H", "H", "H", "H", "H", "H", "H", "H", "H", "H", "H", "H", "H", "H", "H", "H", "H", "H", "H", "H", "H", "H", "H", "H", "H", "H", "H", "H", "H", "H", "H", "H", "H", "H", "H", "H", "H", "H", "H", "H", "H", "H", "H", "H"],
  "coordinates": [[0.0050, 0.6673, 0.2373], [2.2317, -2.8344, -6.4422], [2.4989, -5.6356, 4.8854], [-3.7652, -2.1952, -7.1212], [-1.2562, 1.8609, -0.4585], [-0.8202, 3.2936, -5.7783], [-1.0428, 2.1858, 1.9799], [-1.7363, -0.6698, -0.2538], [0.6375, 0.7054, -1.8834], [-1.2889, 2.7263, -6.7591], [0.1951, -2.3990, -1.7268], [-1.2736, 3.9105, 3.3400], [1.5531, 1.3613, 0.5819], [-0.5732, -0.2963, 2.1502], [0.4845, -2.8815, 0.9962], [0.2530, 9.6668, 6.5066], [2.3888, -5.0151, 6.4757], [3.7755, -0.3284, 1.6591], [1.9204, 0.5397, -3.9036], [-0.2902, 7.4298, 5.3865], [0.6421, -3.1312, 2.2718], [-3.3876, -1.6600, -1.6638], [2.3009, 4.1176, -0.5097], [-2.0000, -0.8707, 4.4870], [-2.5324, 3.4303, 3.0719], [-2.7439, -0.3238, -8.0924], [-1.5967, 6.9442, 5.4211], [-1.1604, 2.2240, -1.7039], [0.8125, 4.2542, -0.2068], [-2.3691, 2.3713, 2.2314], [-2.0225, 1.5470, -6.7437], [-2.4801, -1.2503, 3.2518], [4.2397, 3.8554, 0.9538], [-1.9422, 3.2229, -2.2778], [0.1292, -2.1457, -3.0103], [-0.9072, 2.9049, -4.4460], [1.5370, -4.0814, 2.8073], [0.5424, -1.1384, -7.3362], [3.0721, 3.2818, 0.4880], [1.8457, -3.6974, -3.5577], [3.3635, -1.0844, 0.3971], [2.7391, -5.0920, -1.7417], [2.5659, 3.5461, -1.9058], [2.8146, -5.3917, -0.4270], [0.6972, 6.7080, 4.7154], [4.9202, 1.8187, 1.9501], [-2.2236, -1.3689, 0.7796], [2.9274, -0.7747, 2.8513], [-0.1388, 0.1044, 3.3485], [2.0732, -4.6365, 0.5267], [2.2227, -4.8645, 1.8966], [1.0691, 1.3772, -4.5813], [3.7862, 1.1778, 1.4823], [-3.8237, -2.4709, -0.6262], [0.9991, -2.2534, -5.3546], [-0.9370, 5.0589, 4.0769], [-3.2860, -0.2534, -5.7474], [-0.0105, 1.9552, -3.8869], [-2.3323, -0.7948, -1.4302], [1.4244, -3.3292, 5.2330], [1.8939, -4.0441, -2.2061], [-4.1668, -2.9234, -5.9829], [-2.6681, 0.9736, -5.6424], [0.0175, 8.6620, 6.0123], [0.9794, -2.7077, -3.9876], [-1.9117, 5.7603, 4.7860], [2.7387, 1.9199, 0.8308], [1.7320, -4.2160, 4.2313], [-0.4143, 3.1148, 2.6506], [-0.1670, 1.5999, -2.5166], [-1.8036, 3.5622, -3.6156], [1.0753, -3.3223, -1.2985], [1.7956, -3.7912, 6.5102], [0.3739, 5.5389, 4.0582], [-3.2370, -2.3190, 0.6125], [1.1979, -3.5990, 0.1078], [-3.2859, -0.9451, -6.9585], [5.1447, 3.1648, 1.7371], [-0.7891, -0.1852, 4.5354], [1.6627, 0.2211, -2.5608], [-2.1366, 0.9032, -7.9863], [1.6233, -1.8706, -7.7158], [-1.7244, -0.9855, 2.1006], [0.1858, -1.3527, -5.9921], [4.8130, -0.6131, 1.8674], [2.3520, 2.4825, -1.9132], [-2.3624, 7.5128, 5.9257], [-4.4111, -3.9210, -6.3443], [-2.9245, 5.3949, 4.8335], [2.7313, 5.1248, -0.4940], [-3.4435, -1.7248, 3.1672], [3.6111, 3.6849, -2.1753], [-0.6353, -0.8531, -5.5119], [-3.4285, 3.8646, 3.4644], [1.1450, 5.0178, 3.5128], [4.4634, 4.8743, 0.6713], [0.9906, -2.3584, 5.0637], [2.8871, -5.6453, 2.2367], [-4.6193, -3.1841, -0.7764], [0.0154, -2.5845, 2.9617], [2.7874, -5.5964, 7.2837], [1.9514, 4.0448, -2.6514], [-2.5522, -1.0908, 5.3887], [1.8932, -0.8842, 2.5372], [3.4515, -6.1878, -0.0691], [-5.0524, -2.4822, -5.5136], [0.7697, 0.6943, 3.3540], [-3.3549, -2.9919, -5.2482], [2.3312, -0.4501, -2.0364], [-1.7084, 1.3917, -8.8475], [0.0120, -0.4819, -8.0001], [2.7919, 0.1258, -4.3891], [3.3184, -5.6331, -2.4730], [0.6548, 3.2094, 2.6579], [0.2950, 4.6821, -1.0630], [1.2256, 1.6224, -5.6223], [-2.7972, -0.8420, -9.0369], [-0.6252, -1.4404, -3.3281], [2.9944, -0.0469, 3.6567], [6.0385, 3.6457, 2.0982], [1.7089, 7.0836, 4.6871], [5.6684, 1.2443, 2.4784], [3.2737, -1.7317, 3.2344], [2.4857, -4.2051, -4.2653], [-3.8594, -1.7089, -2.6308], [0.6701, 4.9168, 0.6455], [0.3911, 3.2768, 0.0245], [-2.6637, 3.7362, -1.6623], [-2.7121, 1.4947, -4.7008], [2.1091, -1.9068, -8.6706], [3.4896, -2.1550, 0.5572], [4.0022, -0.7898, -0.4348], [-3.5651, -2.9307, 1.4350], [2.3101, -0.8747, 0.1558], [-2.4261, 4.3313, -4.0451], [-3.7607, -0.6732, -4.8742], [1.6253, -3.2446, 7.4203], [-3.1216, 1.7455, 1.7910], [-0.3723, 0.1279, 5.4799], [-1.9765, -0.1513, -2.2261]],
  "forces_ev_per_angstrom": [[1.2825, 0.5877, 1.4725], [-0.4381, 0.3236, 0.1153], [-0.2979, 0.5456, 0.0646], [0.0673, 0.2386, -0.3163], [-0.3741, 0.5900, -0.1424], [0.8500, 1.2205, -0.4733], [0.4594, 0.4087, -0.0332], [-0.3939, -0.6422, 0.6049], [-0.0285, -0.1754, -0.3849], [0.2853, 0.5813, -0.8684], [-0.0705, -0.1552, 0.0177], [0.0915, -0.3624, -0.1977], [-2.3688, -1.0776, -0.2491], [-0.5385, -0.7200, 0.1326], [-0.1024, 0.0650, -0.0734], [0.1323, 0.4806, 0.2624], [0.0373, -0.0522, -0.2341], [-0.2399, -0.0438, 0.0127], [-0.1538, 0.3011, -0.1096], [-0.2066, -0.7237, -0.3584], [0.1351, -0.3252, 0.1093], [0.0276, -0.0597, 0.2390], [-0.2064, -0.0102, -0.1060], [0.3900, 0.1842, -0.1480], [-0.3454, -0.3182, -0.1915], [-0.2203, -0.2865, 0.1294], [0.2406, 0.0477, -0.0599], [-0.2730, 0.7880, -1.7202], [0.2148, -0.1628, -0.0104], [-0.2853, 0.2383, 0.2147], [-0.8040, -1.2199, 0.3541], [0.2372, -0.0264, -0.3447], [0.2626, -0.0010, 0.2600], [0.2845, -0.6557, 0.6902], [0.1904, -0.2363, -0.1967], [-0.6724, -0.2793, 1.3379], [0.0788, -0.2267, -0.8640], [0.2186, -0.0617, -0.4245], [-0.4593, -0.3377, 0.0030], [-0.3870, 0.3415, 0.1001], [-0.0273, 0.0821, 0.1403], [0.1993, -0.1953, 0.3240], [-0.0390, 0.1271, 0.1517], [0.0857, 0.0030, -0.4536], [-0.1762, 0.1124, 0.0815], [0.1799, 0.2916, 0.0543], [-0.5953, -0.3806, -0.6729], [0.1857, 0.0064, -0.1441], [0.2463, -0.0342, 0.3169], [-0.4368, 0.4251, -0.0289], [-0.3007, 0.3789, 0.2014], [0.1191, -0.1676, 0.2773], [-0.5037, -0.0082, -0.3457], [0.2098, 0.2170, -0.1864], [0.0604, 0.0574, -0.9837], [0.2553, 0.7693, 0.3745], [-0.1998, -0.3843, -0.0237], [-0.1760, -0.0209, 0.3294], [-0.2492, 0.0080, -0.4710], [0.0883, -0.2179, -0.4629], [-0.3824, 0.3147, 0.2656], [-0.0925, -0.1470, 0.2045], [0.1452, 0.2449, -0.1086], [0.0809, 0.2136, 0.1019], [0.2707, -0.5168, 0.6747], [0.0740, -0.2368, -0.1834], [2.9202, 1.1415, 0.6723], [0.1200, -0.2778, 0.7793], [0.1649, -0.2590, -0.1637], [-0.3809, 0.6367, -0.4448], [0.5162, -0.3020, -0.8689], [0.3102, -0.2102, -0.5200], [0.1128, -0.2643, 0.3043], [-0.1792, -0.1315, -0.0421], [0.2932, 0.2545, 0.1323], [0.2905, -0.5241, 0.4082], [0.2387, 0.1737, -0.0682], [-0.1128, -0.1115, -0.1402], [-0.1668, -0.1879, -0.1276], [0.0142, -0.0240, 0.1617], [0.0063, 0.2133, 0.4239], [0.1097, -0.1004, 0.1807], [0.0649, -0.0193, 0.8538], [0.1652, -0.3960, 0.4185], [-0.0895, 0.0992, 0.0089], [-0.0095, -0.0436, -0.0875], [-0.0500, -0.0170, 0.0895], [0.0024, 0.0826, 0.0831], [-0.0927, -0.0118, -0.0180], [0.0002, -0.1016, 0.0507], [-0.0378, -0.0968, -0.0281], [0.0979, -0.0596, -0.0357], [-0.1955, 0.0968, 0.0852], [-0.0678, 0.1080, 0.0637], [0.0610, -0.0052, -0.0442], [-0.0429, 0.1241, -0.0128], [-0.1043, 0.1074, -0.1163], [0.1699, -0.0469, -0.0118], [-0.0500, -0.0804, -0.0024], [-0.0082, 0.1481, 0.1039], [0.0013, -0.0523, 0.2404], [-0.1010, 0.0581, -0.1499], [-0.0469, 0.0157, 0.0377], [0.0374, -0.0196, 0.0643], [0.0659, -0.0600, -0.0057], [0.0457, -0.0173, -0.0303], [-0.1159, -0.0983, -0.0672], [-0.0485, 0.0188, -0.0689], [-0.0748, -0.0175, 0.0533], [0.0767, 0.0373, -0.1140], [-0.0123, 0.0980, -0.0830], [-0.0038, -0.0915, 0.0000], [0.1057, -0.1274, -0.0659], [0.1339, 0.1523, 0.0140], [-0.1111, 0.0761, -0.0306], [0.0856, 0.0007, -0.0662], [-0.0039, -0.0623, -0.1043], [-0.0615, 0.2298, -0.0474], [-0.0354, 0.0424, 0.1642], [0.1309, 0.0502, 0.0872], [0.0521, 0.0046, 0.0055], [0.0436, -0.1362, 0.0258], [-0.0257, -0.1742, 0.0341], [0.1002, -0.0972, 0.0192], [0.0302, 0.0474, -0.1671], [-0.1102, 0.0619, 0.1361], [-0.0407, 0.5161, -0.0612], [-0.0661, 0.0601, 0.1360], [0.0164, -0.0645, 0.0627], [0.0368, 0.0526, -0.2386], [-0.0654, -0.0918, -0.0398], [-0.0418, 0.0245, -0.1518], [-0.0027, -0.0199, 0.1668], [0.4195, -0.2213, -0.0115], [-0.0931, 0.1047, -0.0582], [-0.0795, -0.0458, 0.0481], [0.0289, 0.1035, 0.1543], [-0.1389, -0.0389, -0.0885], [0.0907, 0.1166, 0.0106], [0.0654, -0.0745, 0.0556]],
  "mulliken_charge": [1.013, -0.259, -0.181, -0.467, -0.191, -0.751, 1.451, 1.508, 1.407, -0.323, 0.561, 0.392, 1.094, 1.697, 0.619, -0.483, -0.346, -0.270, -1.108, 0.469, -0.723, -0.662, 0.450, -1.129, -0.784, -0.577, -1.099, 0.894, -1.688, -1.913, 0.237, -1.244, -0.754, -1.085, -0.891, -0.249, 0.635, -1.117, 0.199, -1.277, -1.522, -1.176, -1.655, -1.275, -1.198, -0.523, 0.693, -1.494, 0.088, 0.725, -1.037, -1.134, 0.281, -1.495, 0.574, 1.509, -0.553, 1.438, -0.186, -0.017, 0.750, -0.599, -0.703, 0.026, 0.714, -0.565, -0.389, 0.280, -1.109, -0.234, -0.653, -0.379, -0.873, -0.270, -1.380, -0.602, 0.850, -1.318, -2.162, -0.488, -0.295, -0.495, 0.355, 0.746, 0.894, 0.193, 0.465, 0.284, 0.376, 0.817, 0.592, 0.517, 0.084, 0.477, 0.539, 0.471, 0.372, 0.485, 0.489, 0.224, 0.474, 0.500, 0.531, -0.182, 0.475, 0.336, 0.656, 0.144, -0.305, 0.449, 0.436, 0.434, 0.479, 0.518, 0.534, 0.640, 0.440, 0.403, 0.520, 0.386, 0.464, 0.482, 0.560, 0.490, 0.524, 0.297, 0.634, 0.572, 0.629, 0.494, 0.561, 0.686, 0.570, -0.364, 0.474, 0.505, 0.414, 0.738, 0.635, 0.183]
}